ORCA calculation (ωB97M-V/def2-TZVPD) on a 10-piece molecular cluster, C45H118N10O10 overall.

**LUMO**: 0.511 eV
**Frontier orbital gap**: 0.3281 hartree
**Energy above the lowest of the compared OMol25 structures with the same formula, charge and spin**: 0.0000 eV
**SMILES**: CC1(C)CCCC(C)(C)N1O.COC[C@H](C)N.COC[C@H](C)N.COC[C@H](C)N.COC[C@H](C)N.COC[C@H](C)N.COC[C@H](C)N.COC[C@H](C)N.COC[C@H](C)N.COC[C@H](C)N
**HOMO**: -8.418 eV

```
183
Properties=species:S:1:pos:R:3:lowdin_charge:R:1
C -1.9880 -3.0844 0.3622 -0.07
C -2.5462 -4.3126 1.1139 -0.42
C -2.2409 -4.0841 2.5738 -0.27
O -2.7915 -5.0872 3.3413 -0.17
C -2.4511 -4.9130 4.7040 -0.11
N -3.9534 -4.5348 0.8132 0.06
H -0.9847 -2.9136 0.7765 0.05
H -2.5105 -2.1741 0.5537 0.05
H -1.8736 -3.2696 -0.7308 0.09
H -1.9129 -5.1671 0.7783 0.15
H -2.6563 -3.1454 2.9440 0.12
H -1.1729 -4.0038 2.8017 0.11
H -1.3565 -4.9217 4.9380 0.10
H -2.8130 -5.7248 5.2673 0.07
H -2.9084 -4.0556 5.1927 0.08
H -4.1977 -5.4710 1.0976 0.07
H -4.5238 -3.9104 1.4013 0.05
C -0.6906 2.6274 -3.2983 -0.04
C -0.6931 2.1438 -4.8076 -0.42
C -1.7696 1.0286 -5.1328 -0.14
O -1.6713 -0.1015 -4.2388 -0.20
C -0.5161 -0.8516 -4.4426 -0.13
N -0.9099 3.2745 -5.6612 0.01
H -0.1432 1.9372 -2.6218 0.06
H -1.6645 2.8226 -2.9618 0.06
H -0.2053 3.5672 -3.2795 0.04
H 0.3452 1.8101 -5.0954 0.11
H -1.6762 0.6384 -6.1613 0.11
H -2.7996 1.4838 -4.9995 0.14
H -0.5903 -1.6504 -3.7576 0.07
H 0.4657 -0.3875 -4.2010 0.08
H -0.4079 -1.2825 -5.4195 0.08
H -1.8078 3.6707 -5.4956 0.06
H -0.2123 4.0165 -5.4553 0.09
C 2.8788 2.9711 -3.9286 -0.05
C 3.6156 3.3845 -2.6542 -0.42
C 4.3498 4.6841 -2.7578 -0.24
O 5.0783 4.7893 -1.5754 -0.20
C 5.8758 5.9642 -1.5880 -0.10
N 2.6098 3.4582 -1.5507 0.09
H 1.9736 3.5735 -3.9079 0.07
H 2.7975 1.9189 -3.8469 0.04
H 3.5216 3.0789 -4.7941 0.08
H 4.3796 2.5955 -2.4815 0.13
H 3.5597 5.4181 -2.7750 0.13
H 5.0129 4.7289 -3.6275 0.13
H 5.2437 6.8496 -1.6335 0.09
H 6.5122 5.9433 -2.4877 0.09
H 6.6020 5.9025 -0.7836 0.09
H 1.9826 2.6711 -1.5888 0.05
H 3.0987 3.5516 -0.6822 0.04
C 6.9765 -1.0189 -0.1416 -0.06
C 7.1824 0.4131 -0.5629 -0.43
C 6.8347 1.3192 0.6685 -0.16
O 5.5518 0.9526 1.1584 -0.22
C 4.4126 1.4328 0.5147 -0.10
N 8.5079 0.6684 -1.1294 0.04
H 7.5598 -1.3049 0.7493 0.09
H 7.2670 -1.7613 -0.8987 0.09
H 6.0106 -1.2848 0.1470 0.04
H 6.4548 0.7220 -1.3318 0.13
H 6.8245 2.3950 0.3787 0.13
H 7.5032 1.0406 1.4621 0.12
H 3.5352 1.0732 1.0504 0.08
H 4.2959 1.0482 -0.4917 0.07
H 4.3965 2.4992 0.5170 0.07
H 9.1389 0.8481 -0.3606 0.06
H 8.4934 1.5598 -1.6401 0.08
C -6.0735 -1.1434 -0.2033 -0.08
C -6.0339 -1.6447 -1.6476 -0.42
C -4.6625 -2.1668 -2.0969 -0.19
O -4.8600 -2.6301 -3.4402 -0.22
C -3.7254 -3.2908 -4.0486 -0.07
N -7.0313 -2.7370 -1.7889 0.03
H -7.1097 -0.7089 -0.0803 0.09
H -5.3675 -0.3268 0.0275 0.07
H -6.0111 -1.8913 0.5895 0.04
H -6.3237 -0.7441 -2.2289 0.14
H -4.2367 -2.9801 -1.5032 0.10
H -3.9130 -1.3965 -2.2107 0.10
H -4.1140 -4.0768 -4.6563 0.07
H -3.1001 -3.7735 -3.2749 0.09
H -3.1447 -2.5989 -4.6309 0.07
H -6.7484 -3.3352 -2.5718 0.06
H -6.9717 -3.3707 -0.9448 0.08
C -7.9505 -3.9887 2.9343 -0.06
C -7.2000 -2.7563 3.4053 -0.41
C -7.7451 -2.2805 4.8018 -0.20
O -6.9644 -1.1865 5.2333 -0.20
C -7.4661 -0.7605 6.4635 -0.13
N -5.7745 -3.0294 3.3199 0.06
H -7.8293 -4.9019 3.4696 0.07
H -7.7313 -4.2712 1.9344 0.06
H -9.0127 -3.7177 3.0421 0.09
H -7.3972 -1.8968 2.7549 0.13
H -7.5876 -3.0453 5.5347 0.11
H -8.7768 -2.0555 4.9371 0.11
H -8.5008 -0.3991 6.3301 0.09
H -6.8078 0.0603 6.7619 0.09
H -7.4253 -1.5824 7.1964 0.09
H -5.2756 -2.1861 3.5128 0.07
H -5.4898 -3.6924 4.0268 0.08
C 4.5266 -0.5367 -5.6724 -0.04
C 4.0839 -0.0154 -7.0705 -0.41
C 2.6296 0.4401 -7.0182 -0.23
O 2.1542 0.7844 -8.3032 -0.18
C 0.8373 1.2778 -8.3605 -0.10
N 4.9123 1.1386 -7.5403 0.05
H 5.5956 -0.7396 -5.7012 0.07
H 3.9339 -1.4305 -5.4351 0.08
H 4.3454 0.2697 -4.9937 0.05
H 4.0957 -0.8215 -7.8194 0.14
H 2.4435 1.1965 -6.2390 0.11
H 2.1313 -0.4414 -6.6732 0.11
H 0.1186 0.4111 -8.3819 0.10
H 0.6569 1.8517 -9.2570 0.08
H 0.6255 1.9083 -7.4710 0.07
H 4.4886 1.3977 -8.3970 0.04
H 5.8018 0.8343 -7.9080 0.06
C -4.0222 3.4463 2.0198 -0.06
C -3.1352 4.6390 1.6160 -0.39
C -3.0062 5.4733 2.8532 -0.25
O -2.2331 6.6357 2.6990 -0.20
C -2.8238 7.6752 1.8620 -0.07
N -1.8628 4.1299 0.9543 0.06
H -4.6648 3.0863 1.2152 0.08
H -4.6507 3.6504 2.8688 0.06
H -3.4547 2.5834 2.4175 0.06
H -3.6674 5.2086 0.8477 0.13
H -2.6144 5.0328 3.7331 0.13
H -4.0038 5.7465 3.0719 0.10
H -3.9141 7.8127 2.1280 0.10
H -2.6859 7.3410 0.8121 0.08
H -2.2160 8.5608 2.0693 0.08
H -1.4786 4.9095 0.4447 0.06
H -1.2201 3.8588 1.7025 0.08
C -1.4795 0.5609 1.5326 -0.06
C -0.9702 0.8113 0.1113 -0.47
C 0.2888 0.0189 -0.0457 -0.18
O 0.9146 0.3054 -1.3533 -0.20
C 1.9528 -0.5603 -1.6334 -0.14
N -1.9533 0.2886 -0.8069 0.07
H -1.4616 -0.5673 1.6891 0.09
H -2.4941 0.9058 1.6106 0.04
H -0.8561 1.1466 2.2319 0.08
H -0.7425 1.9381 0.0495 0.14
H 0.0390 -1.0130 0.1529 0.09
H 0.9634 0.2994 0.7186 0.09
H 2.7938 -0.4407 -0.9627 0.05
H 2.2532 -0.4326 -2.6773 0.08
H 1.6643 -1.6216 -1.4851 0.10
H -1.5330 0.1096 -1.7603 0.08
H -2.6383 1.0342 -0.9674 0.08
C 2.2555 -1.8109 1.8931 -0.03
C 2.3462 -1.5677 3.3790 -0.50
C 1.5274 -2.7793 4.1285 -0.12
C 1.8697 -2.9468 5.5755 -0.18
C 3.3860 -3.1979 5.6968 -0.15
C 4.1562 -2.0350 5.2148 -0.53
N 3.7327 -1.7160 3.7907 -0.05
O 4.4712 -0.5423 3.4152 -0.03
C 4.0652 -0.9296 6.2153 -0.03
C 5.6422 -2.4327 5.1376 -0.04
C 1.7155 -0.3013 3.8140 -0.03
H 2.8028 -2.7078 1.5731 0.10
H 2.6529 -1.0260 1.2206 0.06
H 1.1978 -1.9823 1.7260 0.06
H 0.4864 -2.5080 3.9756 0.10
H 1.7084 -3.7021 3.5240 0.13
H 1.2396 -3.7309 5.9887 0.11
H 1.5825 -2.0423 6.0638 0.08
H 3.5635 -4.1273 5.1589 0.12
H 3.5815 -3.4990 6.7378 0.13
H 4.4981 -0.0216 5.8484 0.08
H 2.9808 -0.6941 6.3024 0.08
H 4.4564 -1.2789 7.1472 0.09
H 5.8859 -3.1371 4.3368 0.09
H 6.2881 -1.5712 4.9706 0.08
H 5.9589 -2.9046 6.0744 0.09
H 0.8698 -0.0234 3.1967 0.06
H 2.3582 0.5775 3.7066 0.10
H 1.4515 -0.2871 4.8256 0.06
H 4.9532 -0.7266 2.6109 0.08
```